(1)
Formula: C36H63N9
Source: the Open Molecules 2025 dataset
Level of theory: the ωB97M-V functional and the def2-TZVPD basis

```
108
Properties=species:S:1:pos:R:3:mulliken_charge:R:1
N -21.298 -10.566 -2.616 -0.4229
N -21.487 -11.908 4.606 -0.3918
N -11.748 -10.409 -1.642 -0.3960
N -25.661 -11.865 -14.567 -0.3978
N -18.457 -2.096 3.273 -0.4279
N -18.038 -2.637 -5.779 -0.4298
N -28.450 -17.326 -7.641 -0.4078
N -32.075 -12.845 -11.519 -0.3716
N -29.682 -0.403 -2.316 -0.4229
C -13.128 -7.515 -0.423 -0.3746
C -14.077 -6.287 -0.486 -1.2384
C -22.325 -10.080 -2.394 0.2026
C -13.675 -8.861 -0.774 -0.3310
C -31.646 -10.177 -9.350 -0.2805
C -24.715 -10.971 -4.058 -1.2929
C -23.354 -14.422 -12.726 -1.2836
C -28.759 0.217 -4.650 -0.2898
C -29.225 -0.135 -3.341 0.2393
C -23.823 -11.763 -12.706 -0.2125
C -28.335 -18.231 -8.338 0.2477
C -19.138 -12.968 4.641 -0.4058
C -24.846 -11.817 -13.768 0.1779
C -18.009 -5.115 4.960 -0.4712
C -28.755 -21.483 -7.448 -1.1070
C -23.708 -9.549 -2.129 -0.4655
C -32.475 -12.021 -10.886 0.1993
C -29.039 -20.775 -8.853 -0.4148
C -20.942 -4.709 -6.474 -1.2140
C -32.859 -10.807 -10.081 -0.4540
C -30.597 -9.771 -10.265 -1.2036
C -28.224 -19.504 -9.144 -0.4944
C -18.223 -2.768 4.164 0.2856
C -20.457 -12.392 4.601 0.1585
C -24.821 -9.707 -3.237 -0.1862
C -19.230 -5.469 4.054 -1.0806
C -18.936 -2.995 -5.113 0.1670
C -27.915 -2.163 -5.051 -1.2761
C -20.174 -3.364 -4.412 -0.4399
C -17.491 -14.597 3.457 -1.2170
C -12.608 -9.723 -1.322 0.1919
C -18.011 -3.642 5.302 -0.4277
C -21.372 -3.922 -5.260 -0.2941
C -18.858 -13.942 3.444 -0.3871
C -23.474 -13.135 -11.990 -0.3626
C -27.615 -0.637 -5.119 -0.3773
H -22.149 -4.399 -4.662 0.3397
H -28.324 -19.304 -10.211 0.3154
H -24.740 -11.907 -3.500 0.3408
H -22.447 -13.142 -11.625 0.2471
H -28.836 -2.435 -5.566 0.3423
H -27.934 -2.678 -4.090 0.3643
H -13.533 -5.391 -0.187 0.3470
H -25.459 -10.900 -4.852 0.3700
H -24.043 -10.027 -1.208 0.2691
H -27.158 -19.707 -9.047 0.2597
H -20.620 -4.045 -7.276 0.3356
H -22.655 -14.410 -13.562 0.3311
H -12.675 -7.607 0.563 0.2777
H -17.131 -3.466 5.920 0.3132
H -32.020 -9.198 -9.052 0.2507
H -23.843 -11.072 -4.704 0.3650
H -28.870 -21.513 -9.637 0.3180
H -14.150 -9.399 0.045 0.2772
H -14.456 -8.815 -1.533 0.2790
H -24.195 -11.142 -11.892 0.2434
H -20.031 -5.202 4.743 0.2841
H -23.449 -8.545 -1.795 0.3188
H -17.268 -15.243 4.306 0.3358
H -20.272 -5.525 -6.205 0.3152
H -22.942 -15.269 -12.178 0.3712
H -12.384 -7.086 -1.094 0.3005
H -21.936 -3.076 -5.650 0.2256
H -19.401 -4.908 3.136 0.3695
H -18.880 -3.389 5.911 0.2360
H -28.403 1.247 -4.668 0.2555
H -18.995 -13.563 5.543 0.2714
H -18.399 -12.170 4.723 0.3058
H -30.230 -10.745 -10.590 0.3366
H -27.281 -2.785 -5.684 0.3648
H -19.724 -14.604 3.419 0.3405
H -14.452 -6.114 -1.495 0.3529
H -16.677 -13.889 3.609 0.3233
H -24.040 -13.362 -11.086 0.2904
H -21.780 -5.234 -6.933 0.3880
H -24.299 -14.709 -13.188 0.3350
H -19.734 -4.131 -3.776 0.2467
H -24.736 -8.910 -3.976 0.2256
H -26.725 -0.528 -4.500 0.2731
H -27.724 -21.824 -7.346 0.3219
H -27.450 -0.518 -6.190 0.2784
H -14.862 -6.405 0.261 0.3138
H -28.814 -20.850 -6.563 0.3472
H -20.400 -2.565 -3.705 0.3600
H -31.007 -9.228 -11.116 0.2942
H -33.637 -11.034 -9.353 0.3144
H -17.015 -5.407 4.621 0.3526
H -25.826 -9.729 -2.816 0.2754
H -29.806 -9.178 -9.806 0.3355
H -30.109 -20.573 -8.907 0.3094
H -29.399 -22.361 -7.424 0.3046
H -19.244 -6.541 3.855 0.2988
H -31.171 -10.691 -8.514 0.2932
H -17.355 -15.195 2.555 0.3226
H -33.392 -10.180 -10.797 0.2858
H -18.156 -5.686 5.876 0.2675
H -19.041 -13.411 2.510 0.3439
H -29.604 0.001 -5.304 0.2485
H -22.940 -11.369 -13.209 0.2603
```

**LUMO**: 0.163 eV
**Maximum force**: 6.0 eV Å⁻¹
**SMILES**: CCCC#N.CCCC#N.CCCC#N.CCCC#N.CCCC#N.CCCC#N.CCCC#N.CCCC#N.CCCC#N
**M**: 621.963 g mol⁻¹
**Frontier orbital gap**: 11.4637 eV

***

(2)
Formula: C36H64BN6O8P2S3SbTi
Source: the Open Molecules 2025 dataset
Level of theory: the ωB97M-V functional and the def2-TZVPD basis

```
122
Properties=species:S:1:pos:R:3:lowdin_spin:R:1
Sb 2.238 -1.353 -2.349 0.0069
Ti 2.495 -0.652 1.173 1.1872
S 2.137 1.768 2.116 0.0886
S 0.989 -2.656 0.687 0.0895
S 1.958 -1.418 3.376 -0.0051
P 4.884 -0.076 2.430 0.0084
P 4.710 -2.555 1.105 0.0025
O 4.309 0.557 3.613 0.0092
O 6.451 0.113 2.298 0.0011
O 6.024 -1.911 0.407 0.0008
O 4.240 0.277 1.069 0.0169
O 2.985 1.367 -1.110 0.0011
O 3.491 -2.015 0.333 0.0167
O 4.799 -3.992 1.311 -0.0007
O 4.724 -1.725 2.498 0.0055
N 0.146 1.345 0.437 0.0373
N -2.291 -0.576 0.613 0.0058
N -0.674 1.619 -0.586 -0.0018
N -1.151 0.952 2.906 0.0150
N -0.112 0.142 2.671 0.0601
N -1.016 -0.978 0.688 0.0265
C -5.234 -0.858 1.925 0.0000
C 0.152 -0.245 5.017 0.0011
C -2.960 -2.858 0.630 0.0019
C -2.681 2.189 4.302 0.0006
C 4.367 -3.397 -3.681 0.0004
C -1.552 1.184 4.120 0.0053
C -0.918 0.575 5.228 0.0042
C -0.556 -2.503 -2.791 0.0003
C 0.906 0.601 -4.303 0.0001
C -4.780 0.353 -0.216 0.0000
C 1.024 2.269 0.941 0.0279
C 1.044 -3.806 -4.190 0.0003
C -0.675 2.812 -1.103 0.0111
C 2.611 -0.784 -5.518 0.0005
C -2.653 4.172 -1.617 0.0009
C -1.667 -3.284 0.671 -0.0003
C 2.253 -0.107 -4.204 0.0022
C 4.245 -2.278 -2.655 0.0017
C -2.130 3.372 5.114 0.0001
C -3.242 -1.470 0.573 0.0008
C -1.285 -4.726 0.702 0.0032
C 0.866 -3.057 -2.875 0.0019
C 0.174 3.843 -0.623 0.0126
C -0.987 3.714 -3.445 0.0010
C 0.938 -0.842 6.137 0.0000
C 1.031 3.583 0.402 0.0046
C -3.832 1.528 5.071 0.0001
C 0.572 -0.474 3.676 0.0109
C -5.553 -2.009 -0.271 0.0001
C -1.675 3.136 -2.201 0.0013
C -0.662 -2.287 0.689 0.0083
C 5.254 -1.157 -2.903 0.0001
C 1.980 4.612 0.930 0.0010
C -4.690 -0.995 0.496 0.0001
C -2.450 1.887 -2.607 -0.0002
C -3.173 2.685 2.941 0.0002
B 0.105 0.008 1.125 0.3169
H 6.811 -0.539 1.673 0.0000
H -6.513 -1.556 -0.519 0.0000
H 1.839 -1.494 -5.815 0.0000
H 2.952 4.164 1.135 0.0013
H -2.371 3.201 2.413 0.0001
H -2.162 -5.361 0.592 0.0003
H 3.047 2.316 -1.268 0.0000
H -4.094 1.068 0.233 0.0000
H -3.482 1.846 2.319 0.0000
H 5.118 -0.731 -3.898 0.0000
H 0.941 -3.139 -5.046 0.0000
H -4.624 -0.159 2.497 0.0000
H 2.001 -4.314 -4.257 0.0000
H -5.755 -2.899 0.325 0.0000
H -5.233 -1.822 2.437 0.0000
H 4.421 -2.730 -1.685 0.0002
H 5.417 -3.694 -3.776 0.0001
H -1.249 3.790 4.625 0.0000
H -3.131 2.120 -3.426 0.0000
H -4.225 0.673 4.522 0.0000
H -0.706 -1.891 -1.901 0.0000
H -0.773 -1.879 -3.660 0.0000
H 2.089 5.439 0.230 0.0001
H 6.283 -1.533 -2.848 0.0000
H -4.524 0.223 -1.267 0.0000
H 3.017 0.643 -3.976 0.0000
H 3.563 -1.307 -5.468 0.0000
H -4.640 2.245 5.222 0.0000
H 0.946 1.413 -5.037 0.0000
H 5.893 -1.705 -0.529 0.0001
H 5.135 -0.344 -2.179 0.0000
H -3.757 -3.586 0.647 0.0001
H -5.067 -2.310 -1.200 0.0000
H -3.017 1.524 -1.758 0.0000
H 0.130 -0.095 -4.630 0.0000
H -1.771 1.095 -2.924 -0.0001
H -0.481 2.924 -3.999 0.0000
H 1.044 -3.744 -2.045 0.0009
H -2.166 5.132 -1.441 0.0001
H 3.698 1.153 -0.480 0.0006
H -3.483 4.329 -2.308 0.0002
H -1.251 0.783 6.235 0.0001
H 3.812 -4.273 -3.351 0.0000
H 4.013 -3.104 -4.668 0.0000
H -0.782 -4.965 1.641 0.0006
H -3.058 3.815 -0.668 0.0001
H -2.888 4.152 5.198 0.0000
H -0.254 4.484 -3.200 0.0001
H 1.970 -0.490 6.081 0.0001
H -1.285 -3.321 -2.782 0.0000
H 2.687 -0.034 -6.314 0.0002
H -4.013 3.368 3.073 0.0000
H 0.513 -0.565 7.100 0.0000
H -6.258 -0.483 1.899 0.0000
H 0.258 -4.565 -4.283 0.0001
H 0.162 4.820 -1.086 0.0006
H -1.846 3.058 6.119 0.0000
H -1.740 4.157 -4.098 0.0002
H -3.500 1.179 6.050 0.0000
H -0.570 -4.939 -0.094 0.0012
H 0.613 1.018 -3.336 0.0000
H 1.615 5.003 1.882 0.0001
H 0.973 -1.928 6.048 -0.0003
H -5.797 0.743 -0.155 0.0000
```

**LUMO (spin up / spin down)**: -0.574 / -1.488 eV
**Maximum force**: 2.2 eV Å⁻¹
**2S+1**: 3
**M**: 1047.530 g mol⁻¹
**Frontier orbital gap (spin up / spin down)**: 6.5850 / 5.8755 eV

***

Ordered relative energy (zero: lowest compared OMol25 entry of this formula, charge and spin) results: 519.5, 97.4; unit kJ/mol.